# 1
Molecular formula: C6H13O3
Method: DFT, wB97M-V/def2-TZVPD

Properties
Largest force on an atom = 0.0610 Eh/bohr
Total charge = 0
LUMO (alpha / beta) = 0.68 / 0.46 eV
Energy relative to the best compared isomer or geometry (same formula, charge and spin) = 31.8 kcal per mole
Orbital gap (alpha / beta) = 7.84 / 10.90 eV
E_HOMO (alpha / beta) = -7.162 / -10.438 eV
Spin multiplicity = 2

Positions of all 22 atoms, in Å:
H 3.469 -2.079 -0.323
C 0.991 -3.380 -1.097
O 1.523 -3.560 -2.157
C 0.172 -2.619 -0.125
O 0.266 -1.229 -0.508
C -0.696 -0.414 0.159
C -0.495 1.092 -0.033
C -1.609 1.856 0.662
C -1.443 3.366 0.523
H -0.873 -3.011 -0.124
H 0.678 -2.782 0.841
H -1.719 -0.663 -0.189
H -0.689 -0.598 1.253
H 0.456 1.406 0.420
H -0.504 1.359 -1.097
H -2.577 1.571 0.242
H -1.615 1.609 1.728
H -2.252 3.928 1.001
H -0.505 3.694 0.983
H -1.422 3.657 -0.532
O 4.039 -1.367 -0.639
H 4.805 -1.836 -0.989

---

# 2
Molecular formula: C4H7N2O2
Method: DFT, wB97M-V/def2-TZVPD

Properties
Largest force on an atom = 0.0801 Eh/bohr
Total charge = +1
LUMO = -4.03 eV
Energy relative to the best compared isomer or geometry (same formula, charge and spin) = 61.6 kcal per mole
Orbital gap = 10.52 eV
E_HOMO = -14.550 eV

Positions of all 15 atoms, in Å:
C -1.847 1.103 0.422
C -0.238 -2.347 -0.730
C 0.208 0.645 0.037
C 1.682 0.614 0.053
N -1.778 0.974 -0.840
N -0.608 0.900 1.040
O -0.428 -1.544 0.127
O -0.444 0.686 -1.104
H -2.615 1.573 0.983
H -0.979 -3.050 -0.972
H 2.105 1.060 0.951
H 2.211 0.999 -0.812
H 2.261 -0.339 0.191
H 0.720 -2.372 -1.249
H -0.250 1.099 1.903

---

# 3
Molecular formula: C39H55BrCl2F9N2O12S
Method: DFT, wB97M-V/def2-TZVPD

Properties
Largest force on an atom = 0.0772 Eh/bohr
Total charge = +1
LUMO = -2.74 eV
Orbital gap = 8.53 eV
E_HOMO = -11.267 eV

Positions of all 121 atoms, in Å:
C 3.950 -1.353 4.242
C 4.694 -0.008 3.751
C 3.863 1.335 4.078
C 2.392 1.301 3.383
N 1.796 2.607 3.123
C 1.436 3.000 1.766
O 0.000 3.029 1.461
C -0.543 1.794 0.964
C -2.108 2.125 0.703
C -3.029 0.875 0.401
C -4.610 1.220 0.503
F -5.233 0.868 -0.740
F -4.870 2.592 0.682
C -5.296 0.273 1.599
F -5.273 -1.037 1.032
F -4.607 0.209 2.823
C -6.831 0.593 1.911
F -7.500 1.326 0.926
F -7.501 -0.667 1.985
C -7.104 1.308 3.315
F -6.283 2.435 3.431
F -8.438 1.794 3.256
F -7.062 0.451 4.411
C -0.502 0.668 2.080
Cl 0.208 -1.018 1.847
C -0.952 0.874 3.419
C -1.560 2.222 3.981
Cl -0.844 -0.473 4.675
C 0.265 1.460 -0.389
S -0.231 -0.091 -1.286
Br 0.015 2.853 -1.824
N 1.753 1.298 -0.094
C 2.357 2.504 0.562
C 3.928 2.428 0.829
C 4.459 3.812 1.445
O 5.686 3.970 1.593
H 2.837 -1.206 4.455
H 4.502 -1.841 5.116
H 4.001 -2.119 3.385
H 4.873 -0.146 2.621
H 5.747 0.030 4.212
H 3.771 1.419 5.212
H 4.484 2.208 3.669
H 1.733 0.746 4.151
H 2.494 0.581 2.503
H 1.129 2.946 3.818
H 1.661 4.140 1.784
H -2.257 2.861 -0.169
H -2.576 2.688 1.588
H -2.908 0.517 -0.687
H -2.886 -0.046 1.047
H -1.616 2.180 5.131
H -2.662 2.258 3.650
H -0.994 3.163 3.736
H -1.126 -0.832 -0.529
H 1.974 0.404 0.385
H 2.195 1.229 -1.039
H 2.294 3.345 -0.228
H 4.427 2.354 -0.209
H 4.278 1.510 1.402
H 3.750 4.654 1.756
O 3.473 -1.614 0.695
C 3.329 -2.022 -0.434
O 3.960 -1.495 -1.514
C 3.482 -2.140 -2.706
C 2.925 -3.464 -2.244
C 2.410 -3.136 -0.857
H 2.718 -1.505 -3.165
H 4.305 -2.266 -3.411
H 2.164 -3.867 -2.912
H 3.732 -4.200 -2.170
H 1.383 -2.760 -0.882
H 2.492 -3.989 -0.184
O 3.035 4.192 -2.014
C 3.043 5.369 -2.290
O 3.862 5.920 -3.216
C 3.692 7.345 -3.217
C 2.325 7.580 -2.618
C 2.197 6.431 -1.640
H 4.491 7.791 -2.619
H 3.762 7.722 -4.237
H 2.220 8.563 -2.157
H 1.559 7.489 -3.394
H 2.621 6.677 -0.664
H 1.163 6.101 -1.539
O -2.044 4.842 3.862
C -2.960 5.368 4.445
O -3.477 6.576 4.108
C -4.475 6.952 5.067
C -4.923 5.657 5.702
C -3.662 4.820 5.660
H -4.022 7.636 5.791
H -5.294 7.465 4.562
H -5.330 5.788 6.706
H -5.696 5.188 5.084
H -3.033 4.985 6.538
H -3.885 3.760 5.539
O 2.182 -4.468 -4.886
C 2.149 -5.674 -4.827
O 2.738 -6.398 -3.839
C 2.604 -7.795 -4.131
C 1.426 -7.893 -5.073
C 1.507 -6.587 -5.837
H 3.533 -8.146 -4.589
H 2.435 -8.349 -3.206
H 1.458 -8.776 -5.711
H 0.495 -7.924 -4.500
H 2.159 -6.666 -6.711
H 0.524 -6.226 -6.123
O -0.473 -7.865 -7.014
C -1.392 -8.535 -6.617
O -1.823 -8.542 -5.327
C -2.856 -9.525 -5.175
C -3.411 -9.736 -6.565
C -2.195 -9.506 -7.439
H -2.413 -10.435 -4.762
H -3.615 -9.156 -4.484
H -3.871 -10.715 -6.701
H -4.168 -8.975 -6.782
H -1.614 -10.420 -7.578
H -2.467 -9.073 -8.402

---

# 4
Molecular formula: CH2NO
Method: DFT, wB97M-V/def2-TZVPD

Properties
Largest force on an atom = 0.0428 Eh/bohr
Total charge = +1
LUMO (alpha / beta) = -8.59 / -8.12 eV
Energy relative to the best compared isomer or geometry (same formula, charge and spin) = 78.8 kcal per mole
Orbital gap (alpha / beta) = 6.56 / 7.79 eV
E_HOMO (alpha / beta) = -15.146 / -15.913 eV

Positions of all 5 atoms, in Å:
C -0.216 -0.636 -0.745
N 0.237 1.029 1.511
O 0.144 2.085 1.271
H 0.251 -0.818 -1.792
H -0.415 -1.660 -0.245